Run A
Here is 2 unconnected molecules or ions with the total composition H4N2O2P from OMol25. Energies are from ωB97M-V/def2-TZVPD.

Geometry as ORCA input:
```
! wB97M-V def2-TZVPD RIJCOSX def2/J DEFGRID3
* xyz -1 1
N -0.40862 -1.35342 0.03113
N -0.42544 -0.13862 0.56382
O 1.13510 0.56645 -1.34928
O 0.15151 2.33446 0.26435
P 0.02769 1.11472 -0.49376
H 0.37723 -1.51033 -0.75828
H -0.34515 -2.16293 0.65721
H 0.80863 0.04180 2.08382
H -1.32096 1.10786 -0.99901
*
```

Properties
LUMO energy (alpha / beta)	4.31 / 4.01	eV
gap between HOMO and LUMO (alpha / beta)	8.6 / 8.0	eV
molar mass	95.0	g/mol
HOMO level (alpha / beta)	-0.1569 / -0.1454	Eh

Here are the Mulliken charges for atoms 1 to 4, given in e: atom 1 (N): -0.423, atom 2 (N): -0.283, atom 3 (O): -0.739, atom 4 (O): -0.627

=====

Run B
Here is 3 unconnected molecules or ions with the total composition H4N2O2P from OMol25. Energies are from ωB97M-V/def2-TZVPD.

Geometry as ORCA input:
```
! wB97M-V def2-TZVPD RIJCOSX def2/J DEFGRID3
* xyz -1 1
N 0.28564 0.19022 -1.35534
N 0.34227 -0.45437 1.16954
O -1.02220 -2.10259 -0.17799
O -2.81583 0.26593 0.98879
P -0.37599 -0.79228 -0.32613
H 0.03970 0.02996 -2.43361
H -3.35389 1.22990 0.26183
H -0.56616 -0.66332 1.71328
H 0.29847 0.58823 1.23606
*
```

Properties
LUMO energy	4.10	eV
gap between HOMO and LUMO	7.6	eV
molar mass	95.0	g/mol
HOMO level	-0.1283	Eh

Here are the Mulliken charges for atoms 1 to 4, given in e: atom 1 (N): -0.653, atom 2 (N): -0.664, atom 3 (O): -0.579, atom 4 (O): -0.984

=====

Which structure is the least stable? The one labeled run A.

=====

Run A
Here is C3H10N2O in the gas phase from OMol25. Energies are from ωB97M-V/def2-TZVPD.

Geometry as ORCA input:
```
! wB97M-V def2-TZVPD RIJCOSX def2/J DEFGRID3
* xyz 0 1
N -0.99223 1.54754 0.10103
C 0.00332 0.52999 -0.02745
C -0.21540 -0.56528 0.88581
O 0.23114 -0.24690 2.21062
C -0.06344 -0.10407 -1.45785
N 1.05490 -1.20495 -1.57887
H -0.74807 2.18348 0.90416
H -1.37452 2.17632 -0.66232
H 0.94123 0.93722 0.26010
H -1.26042 -0.83945 1.06133
H 0.14383 -1.50696 0.47883
H 0.38332 0.72259 2.30371
H -1.07954 -0.51546 -1.62340
H 0.20826 0.56377 -2.27359
H 0.64457 -2.10852 -1.68951
H 1.50658 -1.19978 -2.50237
*
```

Properties
LUMO energy	0.97	eV
gap between HOMO and LUMO	10.1	eV
SMILES string	NC[C@@H](N)CO
molar mass	90.1	g/mol
HOMO level	-0.3350	Eh

Here are the Mulliken charges for atoms 1 to 4, given in e: atom 1 (N): -0.594, atom 2 (C): 0.158, atom 3 (C): -0.423, atom 4 (O): -0.541

=====

Run B
Here is 2 unconnected molecules or ions with the total composition C3H10N2O from OMol25. Energies are from ωB97M-V/def2-TZVPD.

Geometry as ORCA input:
```
! wB97M-V def2-TZVPD RIJCOSX def2/J DEFGRID3
* xyz 0 1
C -0.71582 0.71952 0.99274
C -1.09330 -1.22542 -0.54642
O 0.09408 0.99888 2.07290
H 0.85508 1.52196 1.78473
H -1.24331 1.56968 0.55604
H -1.42613 -0.01118 1.36472
H -0.64354 -1.36895 -1.52318
H -2.04412 -0.71535 -0.67968
H -1.17527 -2.08662 0.11247
C 1.41858 -0.67630 -0.27579
N 0.53088 0.61163 -0.30935
N 0.54182 1.29420 -1.36717
H -0.21115 1.99488 -1.39466
H 2.45552 -0.35324 -0.15563
H 1.44043 -1.07898 -1.28972
H 1.21627 -1.19473 0.65800
*
```

Properties
LUMO energy (alpha / beta)	0.56 / 0.67	eV
gap between HOMO and LUMO (alpha / beta)	7.4 / 8.6	eV
molar mass	90.1	g/mol
HOMO level (alpha / beta)	-0.2498 / -0.2924	Eh

Here are the Mulliken charges for atoms 1 to 4, given in e: atom 1 (C): -0.157, atom 2 (C): -1.321, atom 3 (O): -0.523, atom 4 (H): 0.350

=====

Which structure is the least stable? The one labeled run B.

=====

Run A
Here is 3 unconnected molecules or ions with the total composition C3H10N2O from OMol25. Energies are from ωB97M-V/def2-TZVPD.

Geometry as ORCA input:
```
! wB97M-V def2-TZVPD RIJCOSX def2/J DEFGRID3
* xyz 0 1
C 0.98704 1.11049 1.08479
N -0.59977 1.61830 -1.64207
O 0.05427 0.88467 -0.77339
H -0.13164 1.82602 -2.51914
H -1.60261 1.71930 -1.51253
H 0.02676 1.32976 1.53337
H 1.44846 1.94573 0.57623
H 1.72641 0.71109 1.77172
C -1.22430 -1.52354 -0.09548
C 1.03495 -1.10188 0.45613
N 0.16113 -1.36806 -0.47493
H -1.86446 -1.05470 -0.84655
H -1.47407 -1.13590 0.90100
H -1.46780 -2.59178 -0.11532
H 0.85122 -1.37149 1.49790
H 2.07442 -0.99802 0.15828
*
```

Properties
LUMO energy (alpha / beta)	0.16 / 0.59	eV
gap between HOMO and LUMO (alpha / beta)	8.5 / 8.4	eV
molar mass	90.1	g/mol
HOMO level (alpha / beta)	-0.3071 / -0.2887	Eh

Here are the Mulliken charges for atoms 1 to 4, given in e: atom 1 (C): -0.871, atom 2 (N): -0.247, atom 3 (O): -0.284, atom 4 (H): 0.221

=====

Run B
Here is 2 unconnected molecules or ions with the total composition C3H10N2O from OMol25. Energies are from ωB97M-V/def2-TZVPD.

Geometry as ORCA input:
```
! wB97M-V def2-TZVPD RIJCOSX def2/J DEFGRID3
* xyz 0 1
C -0.14575 0.53307 -2.35725
N 1.04864 -0.12531 -2.82233
C 2.26959 0.18425 -2.03765
H -0.95741 0.59796 -3.08436
H -0.64174 -0.11336 -1.61743
H 0.01893 1.51051 -1.88333
H 1.21452 0.05638 -3.79931
H 2.05209 1.15972 -1.58744
H 3.09280 0.10052 -2.72593
H 2.38927 -0.50558 -1.20045
C -2.31142 -0.25200 3.99155
N -1.14818 -0.87187 3.60908
O -2.88923 -0.70167 4.95666
H -2.69909 0.47368 3.27893
H -0.41700 -0.36689 3.13633
H -0.87602 -1.67940 4.14292
*
```

Properties
LUMO energy	0.65	eV
gap between HOMO and LUMO	9.4	eV
SMILES string	NC=O.CNC
molar mass	90.1	g/mol
HOMO level	-0.3219	Eh

Here are the Mulliken charges for atoms 1 to 4, given in e: atom 1 (C): -0.783, atom 2 (N): -0.369, atom 3 (C): -0.682, atom 4 (H): 0.327

=====

Run C
Here is 2 unconnected molecules or ions with the total composition C3H10N2O from OMol25. Energies are from ωB97M-V/def2-TZVPD.

Geometry as ORCA input:
```
! wB97M-V def2-TZVPD RIJCOSX def2/J DEFGRID3
* xyz 0 1
C -1.88314 2.50848 -0.32515
O -1.77006 3.43707 0.83333
C -3.34661 1.90502 -0.73213
H -1.19378 2.79350 -1.13813
H -1.52337 1.63822 0.20463
H -3.94316 2.13857 0.07720
H -3.71243 2.47920 -1.60138
H -3.37883 0.77642 -0.91313
N 3.01452 -4.12818 0.42334
C 3.69920 -2.95368 0.11397
N 3.18078 -1.85848 -0.11424
H 2.07969 -4.27876 0.00890
H 3.21785 -4.51062 1.37242
H 4.55629 -2.96182 0.70696
H -2.31718 4.10344 0.56698
H 3.32020 -1.08838 0.51644
*
```

Properties
LUMO energy	0.86	eV
gap between HOMO and LUMO	9.5	eV
SMILES string	[H]/N=C/N.CCO
molar mass	90.1	g/mol
HOMO level	-0.3170	Eh

Here are the Mulliken charges for atoms 1 to 4, given in e: atom 1 (C): -0.261, atom 2 (O): -0.491, atom 3 (C): -0.913, atom 4 (H): 0.309

=====

Run D
Here is 3 unconnected molecules or ions with the total composition C3H10N2O from OMol25. Energies are from ωB97M-V/def2-TZVPD.

Geometry as ORCA input:
```
! wB97M-V def2-TZVPD RIJCOSX def2/J DEFGRID3
* xyz 0 1
C 0.68887 -0.36441 -1.45130
C -1.85364 0.54308 -0.17682
N -1.40605 1.41851 0.62907
O 0.02546 -1.60961 -1.35308
H -0.84479 -1.65202 -1.75173
H -0.09829 0.98581 1.38183
H -1.28842 2.35486 0.25253
H 1.73821 -0.58328 -1.66201
H 0.33949 0.29407 -2.25539
H -2.01588 -0.45104 0.22170
H -2.19424 0.73147 -1.19360
C 1.49228 -0.42685 1.99430
N 1.02142 0.59096 1.45163
H 0.79286 0.12275 -0.40088
H 2.55744 -0.52804 2.20249
H 1.04529 -1.42625 2.11126
*
```

Properties
LUMO energy	0.65	eV
gap between HOMO and LUMO	8.7	eV
SMILES string	C=N.C=N.CO
molar mass	90.1	g/mol
HOMO level	-0.2976	Eh

Here are the Mulliken charges for atoms 1 to 4, given in e: atom 1 (C): -0.358, atom 2 (C): -0.318, atom 3 (N): -0.507, atom 4 (O): -0.503

=====

Which structure is the least stable? The one labeled run A.

=====

Run A
Here is C3H10N2O in the gas phase from OMol25. Energies are from ωB97M-V/def2-TZVPD.

Geometry as ORCA input:
```
! wB97M-V def2-TZVPD RIJCOSX def2/J DEFGRID3
* xyz 0 1
C -0.19077 0.67060 -0.47874
N -1.12087 -0.55093 -0.33366
C -0.44147 -1.78659 -0.04628
O -0.40283 -2.65545 -1.27727
C 0.23704 1.36195 0.88216
N 1.59084 1.75434 0.88108
H -0.51599 1.38141 -1.21689
H 0.70247 0.22961 -0.79659
H -2.06729 -0.38523 -0.15162
H 0.53682 -1.69812 0.39006
H -1.11578 -2.44850 0.54262
H -0.92705 -2.14744 -1.90970
H -0.28383 2.20718 0.91860
H -0.09871 0.65212 1.74389
H 1.78633 2.47131 0.15484
H 2.31110 0.94374 0.69747
*
```

Properties
LUMO energy	1.00	eV
gap between HOMO and LUMO	9.7	eV
SMILES string	NCCNCO
molar mass	90.1	g/mol
HOMO level	-0.3203	Eh

Here are the Mulliken charges for atoms 1 to 4, given in e: atom 1 (C): -0.700, atom 2 (N): -0.279, atom 3 (C): -0.297, atom 4 (O): -0.556

=====

Run B
Here is 2 unconnected molecules or ions with the total composition C3H10N2O from OMol25. Energies are from ωB97M-V/def2-TZVPD.

Geometry as ORCA input:
```
! wB97M-V def2-TZVPD RIJCOSX def2/J DEFGRID3
* xyz 0 1
C -0.53992 -0.04668 0.65876
C -0.68106 1.41606 0.37416
C 1.84008 -0.07552 0.52932
N 0.56197 -0.75623 0.66546
N -0.60541 -1.19247 -1.61513
O -1.63368 -0.67132 1.13791
H -2.44127 -0.21022 0.87293
H 0.13993 -1.39821 -0.63565
H -1.06491 -1.97219 -2.08499
H -0.00754 -0.73166 -2.30103
H 0.08190 1.76336 -0.32117
H -1.66029 1.62628 -0.05993
H -0.58582 1.97401 1.31104
H 2.61793 -0.69638 0.97755
H 1.88985 0.89935 1.02005
H 2.08824 0.07182 -0.52929
*
```

Properties
LUMO energy	0.80	eV
gap between HOMO and LUMO	9.7	eV
SMILES string	C/N=C(\C)O.N
molar mass	90.1	g/mol
HOMO level	-0.3260	Eh

Here are the Mulliken charges for atoms 1 to 4, given in e: atom 1 (C): 0.879, atom 2 (C): -1.339, atom 3 (C): -0.849, atom 4 (N): -0.590

=====

Run C
Here is 3 unconnected molecules or ions with the total composition C3H10N2O from OMol25. Energies are from ωB97M-V/def2-TZVPD.

Geometry as ORCA input:
```
! wB97M-V def2-TZVPD RIJCOSX def2/J DEFGRID3
* xyz 0 1
C -0.79340 0.78147 -2.10634
C -1.88092 0.04808 -0.17622
N -1.03182 -0.32949 -1.01829
H -1.32266 1.70331 -1.72557
H 0.28580 0.80142 -2.19337
H -1.06976 0.50075 -3.15081
H -2.98757 0.28149 -0.37803
H -1.77338 -0.15881 0.98096
H 0.75478 0.94725 0.40985
N 1.88669 0.79907 0.10391
C 0.81562 -1.46833 2.23212
O 2.03752 -1.52057 2.22197
H 2.26502 0.16108 -0.70013
H 2.16211 0.15159 1.00355
H 0.28753 -1.05360 1.32522
H 0.36442 -1.64473 3.17119
*
```

Properties
LUMO energy	0.25	eV
gap between HOMO and LUMO	9.3	eV
SMILES string	C=NC.C=O.N
molar mass	90.1	g/mol
HOMO level	-0.3324	Eh

Here are the Mulliken charges for atoms 1 to 4, given in e: atom 1 (C): -0.688, atom 2 (C): -0.253, atom 3 (N): -0.256, atom 4 (H): 0.291

=====

Which structure is the least stable? The one labeled run C.